[1]
A structure of composition C18H33LaN5O6. Source: the OMol25 dataset; level of theory: the ωB97M-V functional and the def2-TZVPD basis.

XYZ file:
```
63
Properties=species:S:1:pos:R:3:mulliken_charge:R:1
O 1.234 -0.039 -5.690 -0.506
H 1.416 -0.191 -6.639 0.298
La 0.026 -0.262 -1.566 1.247
N -2.323 -0.470 -0.820 0.744
N -1.744 0.698 -2.975 -0.059
N 1.021 -1.853 0.096 0.605
N 2.291 -0.945 -1.987 -0.062
O -2.480 -1.248 0.225 -0.783
O 0.325 -2.332 1.270 -0.553
O 2.848 0.187 -2.715 -0.461
O -0.709 1.521 -3.050 -0.682
C -2.857 1.203 -2.341 0.132
C -3.273 0.437 -1.201 0.367
C 2.353 -2.004 0.151 0.531
C 3.056 -1.376 -0.954 0.359
C -4.542 0.643 -0.454 -1.275
H -4.382 0.827 0.618 0.221
H -5.204 -0.228 -0.540 0.292
H -5.071 1.502 -0.872 0.335
C -3.393 2.536 -2.719 -1.360
H -3.428 2.625 -3.814 0.326
H -2.754 3.346 -2.317 0.241
H -4.411 2.673 -2.336 0.436
C 3.066 -2.650 1.305 -1.766
C 4.516 -1.084 -0.916 -1.419
H 2.420 -3.370 1.832 0.413
H 3.402 -1.878 2.026 0.349
H 3.962 -3.187 0.956 0.481
H 4.675 -0.163 -1.495 0.434
H 5.127 -1.890 -1.353 0.336
H 4.886 -0.944 0.111 0.385
H -0.629 -2.270 1.022 0.308
H 2.578 0.095 -3.655 0.351
C 0.351 -1.078 -5.249 -0.179
H -0.571 -0.645 -4.835 0.084
H 0.883 -1.680 -4.494 0.033
H 0.047 -1.760 -6.059 0.408
O -0.911 -2.679 -2.098 -0.466
H -0.424 -3.401 -1.647 0.278
H -1.800 -2.722 -1.704 0.289
C 0.343 0.266 4.778 -0.897
N -0.317 -0.421 3.643 0.208
C -1.211 -1.504 4.162 -0.822
C -1.078 0.541 2.723 -0.698
C -0.170 1.550 2.073 -0.490
C 0.201 2.702 2.810 -0.490
C 1.018 3.675 2.226 -0.788
C 1.443 3.522 0.909 -0.852
C 1.075 2.359 0.186 -0.087
C 0.260 1.404 0.765 0.529
H -0.415 0.844 5.316 0.358
H 1.136 0.920 4.414 0.414
H 0.758 -0.498 5.442 0.350
H 0.393 -0.868 3.036 0.146
H -2.041 -1.037 4.706 0.364
H -1.591 -2.090 3.319 0.274
H -0.622 -2.138 4.836 0.380
H -1.555 -0.095 1.967 0.333
H -1.851 1.007 3.356 0.475
H -0.160 2.839 3.831 0.478
H 1.310 4.555 2.803 0.364
H 2.051 4.287 0.420 0.402
H 1.444 2.237 -0.840 0.339
```

- gap between HOMO and LUMO (spin up / spin down) (eV) = 4.37 / 4.75
- charge = +1
- highest occupied orbital energy (spin up / spin down) (eV) = -8.9 / -9.3
- E_tot (hartree) = -1462.0220

[2]
A structure of composition C9H16BaO7. Source: the OMol25 dataset; level of theory: the ωB97M-V functional and the def2-TZVPD basis.

XYZ file:
```
33
Properties=species:S:1:pos:R:3:mulliken_charge:R:1
Ba -16.978 -9.223 14.773 1.774
C -13.268 -11.971 14.252 -1.180
C -14.666 -12.468 14.456 0.552
C -14.705 -13.690 15.384 -1.530
O -15.514 -11.540 15.089 -0.761
H -12.839 -11.961 15.254 0.299
H -13.240 -11.008 13.743 0.142
H -12.726 -12.599 13.544 0.365
H -15.043 -12.813 13.493 0.115
H -14.318 -14.546 14.832 0.445
H -15.674 -14.089 15.685 0.333
H -13.970 -13.702 16.189 0.331
C -13.569 -7.493 12.097 -1.076
C -14.752 -7.784 12.968 0.921
O -15.785 -8.143 12.322 -0.859
O -14.666 -7.678 14.189 -0.774
H -12.706 -7.390 12.753 0.250
H -13.736 -6.624 11.461 0.334
H -13.509 -8.416 11.519 0.254
C -16.948 -6.866 18.980 -1.104
C -16.832 -7.366 17.558 0.918
O -16.464 -8.548 17.438 -0.863
O -17.364 -6.721 16.659 -0.767
H -17.178 -5.805 19.072 0.303
H -16.027 -7.050 19.532 0.290
H -17.708 -7.439 19.511 0.242
C -21.457 -9.434 16.373 -1.127
C -20.088 -9.503 15.780 1.006
O -19.174 -10.147 16.351 -0.837
O -19.780 -8.827 14.808 -0.859
H -21.704 -10.123 17.180 0.294
H -22.243 -9.525 15.622 0.307
H -21.670 -8.436 16.757 0.261
```

- gap between HOMO and LUMO (eV) = 6.31
- charge = -2
- highest occupied orbital energy (eV) = -1.4
- E_tot (hartree) = -904.8905

[3]
A cluster of 2 separate species, C5H7BBrNO2 in total. Source: the OMol25 dataset; level of theory: the ωB97M-V functional and the def2-TZVPD basis.

XYZ file:
```
17
Properties=species:S:1:pos:R:3:mulliken_charge:R:1
O -0.845 -2.063 -1.610 -0.575
B -1.007 -1.169 -0.574 0.723
O -1.862 -1.573 0.421 -0.581
C -0.382 0.169 -0.527 0.448
C 0.680 0.594 -1.362 -0.527
C 1.398 1.712 -0.963 -0.198
N 0.942 2.563 -0.069 -0.559
C -0.062 2.277 0.681 -0.310
C -0.695 1.083 0.504 -0.428
H -1.577 -2.657 -1.717 0.276
H -2.043 -2.585 0.472 0.290
H 1.188 -0.233 -1.929 0.304
H 2.323 2.023 -1.510 0.329
H -0.383 2.974 1.427 0.404
H -1.224 0.558 1.267 0.422
Br 1.398 -1.322 2.473 -0.221
H 2.152 -2.349 3.017 0.203
```

- gap between HOMO and LUMO (eV) = 9.69
- highest occupied orbital energy (eV) = -9.5
- SMILES string = OB(O)c1ccncc1.Br
- E_tot (hartree) = -2998.9012

[4]
An isolated molecule of C23H26N2O6. Source: the OMol25 dataset; level of theory: the ωB97M-V functional and the def2-TZVPD basis.

XYZ file:
```
57
Properties=species:S:1:pos:R:3:mulliken_charge:R:1
C -0.712 -2.846 -2.318 -1.080
O -0.932 -2.211 -1.082 -0.366
C 0.165 -1.845 -0.347 0.693
C 1.478 -2.048 -0.723 -0.786
C 2.525 -1.661 0.102 -0.728
C 2.276 -1.041 1.311 0.350
C 3.374 -0.632 2.263 -0.958
C 4.694 -0.234 1.595 -1.019
N 4.488 0.812 0.622 -0.051
C 4.716 0.647 -0.690 0.676
O 5.307 -0.295 -1.175 -0.660
C 4.133 1.782 -1.548 -0.720
O 2.712 1.683 -1.576 -0.307
C 2.026 2.222 -0.560 0.584
O 2.557 2.834 0.347 -0.768
C 0.585 1.956 -0.636 0.205
C 0.034 1.141 -1.623 -0.724
C -1.301 0.807 -1.581 -0.214
C -2.119 1.269 -0.544 0.307
N -3.429 0.815 -0.448 0.218
C -3.836 -0.419 -1.103 -0.175
C -5.102 -0.832 -0.353 -0.792
C -5.668 0.502 0.118 -0.689
C -4.439 1.381 0.278 0.536
O -4.385 2.408 0.914 -0.658
C -1.583 2.153 0.397 -0.495
C -0.248 2.479 0.354 -0.927
C 0.951 -0.820 1.687 -0.126
C -0.104 -1.219 0.887 0.496
O -1.427 -1.063 1.194 -0.318
C -1.757 -0.510 2.444 -1.160
H -1.701 -3.054 -2.725 0.252
H -0.164 -2.199 -3.011 0.407
H -0.169 -3.788 -2.196 0.390
H 1.714 -2.520 -1.663 0.453
H 3.532 -1.853 -0.229 0.396
H 3.578 -1.462 2.947 0.370
H 3.019 0.208 2.864 0.401
H 5.392 0.117 2.363 0.373
H 5.151 -1.076 1.072 0.444
H 3.961 1.625 0.925 0.314
H 4.463 1.665 -2.580 0.354
H 4.433 2.758 -1.150 0.368
H 0.667 0.762 -2.409 0.440
H -1.709 0.172 -2.350 0.388
H -4.053 -0.231 -2.162 0.389
H -3.039 -1.159 -1.015 -0.029
H -4.838 -1.453 0.503 0.272
H -5.791 -1.389 -0.985 0.398
H -6.312 0.958 -0.638 0.287
H -6.228 0.447 1.049 0.379
H -2.219 2.563 1.164 0.593
H 0.183 3.131 1.099 0.474
H 0.756 -0.333 2.630 0.457
H -1.384 -1.129 3.266 0.488
H -2.846 -0.484 2.478 0.187
H -1.373 0.509 2.548 0.410
```

- gap between HOMO and LUMO (eV) = 8.49
- highest occupied orbital energy (eV) = -8.1
- SMILES string = COc1ccc(CCNC(=O)COC(=O)c2ccc(N3CCCC3=O)cc2)cc1OC
- E_tot (hartree) = -1453.0492

[5]
A cluster of 3 separate species, C6H14O2 in total. Source: the OMol25 dataset; level of theory: the ωB97M-V functional and the def2-TZVPD basis.

XYZ file:
```
22
Properties=species:S:1:pos:R:3:lowdin_spin:R:1
C 0.704 2.270 0.145 0.067
C 1.714 1.465 -0.143 0.204
C -1.136 0.676 0.585 0.343
C -0.677 1.824 0.026 0.217
C -1.573 2.752 -0.705 0.026
C -2.581 0.209 0.654 0.059
H 0.910 3.270 0.517 0.002
H 1.829 0.420 -0.506 0.007
H 2.697 1.916 -0.093 0.011
H -0.501 -0.033 1.038 0.011
H -0.921 3.457 -1.371 0.000
H -2.204 3.433 -0.267 0.006
H -2.083 2.193 -1.497 0.012
H -3.400 0.953 0.912 0.013
H -2.742 -0.496 1.607 0.000
H -2.934 -0.118 -0.305 0.023
H 1.285 -5.310 -1.368 0.000
H 1.868 -3.920 -1.488 0.000
O 1.140 -4.352 -1.197 0.000
H 3.768 -3.435 1.249 0.000
H 2.112 -3.926 0.959 0.000
O 2.725 -3.248 1.249 0.000
```

- spin multiplicity = 2
- gap between HOMO and LUMO (spin up / spin down) (eV) = 9.37 / 5.60
- charge = +1
- highest occupied orbital energy (spin up / spin down) (eV) = -13.5 / -13.5
- E_tot (hartree) = -387.0837

[6]
A cluster of 2 separate species, C16H37FNOSi in total. Source: the OMol25 dataset; level of theory: the ωB97M-V functional and the def2-TZVPD basis.

XYZ file:
```
57
Properties=species:S:1:pos:R:3:mulliken_charge:R:1
C 1.512 -0.456 -1.003 -1.132
C 1.321 -1.767 -1.823 0.121
O -0.024 -2.238 -1.745 -0.339
C -0.251 -3.321 -2.660 -0.606
C -0.805 -4.569 -1.905 -0.751
Si 0.506 -5.781 -1.231 0.219
C 2.320 -5.228 -1.488 0.096
F 2.803 -4.677 -0.276 -0.341
C 3.212 -6.504 -1.723 -0.569
C 4.489 -6.065 -2.531 -1.088
H 0.935 -0.580 -0.068 0.161
H 1.117 0.402 -1.578 0.280
H 2.593 -0.362 -0.811 0.411
H 1.962 -2.528 -1.327 0.026
H 1.585 -1.611 -2.886 0.381
H -1.063 -2.963 -3.331 0.368
H 0.616 -3.521 -3.314 0.402
H -1.389 -4.185 -1.043 0.339
H -1.542 -5.063 -2.570 0.396
H 0.264 -5.900 0.226 -0.135
H 0.285 -7.126 -1.783 -0.160
H 2.479 -4.481 -2.282 0.330
H 3.512 -6.933 -0.749 0.355
H 2.684 -7.278 -2.304 0.368
H 5.393 -6.570 -2.146 0.314
H 4.679 -4.982 -2.407 0.279
H 4.325 -6.316 -3.592 0.287
C -1.661 2.400 -1.204 -1.369
C -1.718 1.529 0.047 -0.081
C -2.208 2.174 1.341 -0.721
N -1.411 3.359 1.883 0.186
C -1.876 3.551 3.327 -0.574
C -1.352 4.831 3.958 -0.662
C -1.728 6.047 3.128 -0.715
C -1.197 5.880 1.717 -0.739
C -1.725 4.608 1.077 -0.464
C 0.050 3.031 1.870 -1.053
H -0.781 3.044 -1.215 0.318
H -1.580 1.768 -2.089 0.420
H -2.561 3.008 -1.315 0.379
H -0.746 1.058 0.204 0.006
H -2.407 0.706 -0.161 0.428
H -2.177 1.416 2.126 0.438
H -3.242 2.508 1.244 0.356
H -2.967 3.561 3.303 0.415
H -1.544 2.678 3.887 0.459
H -1.767 4.928 4.962 0.383
H -0.267 4.786 4.079 0.313
H -1.327 6.955 3.580 0.391
H -2.817 6.157 3.104 0.296
H -0.103 5.880 1.722 0.311
H -1.499 6.732 1.105 0.408
H -1.278 4.498 0.096 0.247
H -2.810 4.655 0.974 0.429
H 0.380 2.927 0.840 0.367
H 0.193 2.098 2.412 0.333
H 0.606 3.831 2.348 0.482
```

- gap between HOMO and LUMO (eV) = 9.14
- charge = +1
- highest occupied orbital energy (eV) = -11.4
- E_tot (hartree) = -1150.9101

[7]
A cluster of 3 separate species, C21H40IO4P in total. Source: the OMol25 dataset; level of theory: the ωB97M-V functional and the def2-TZVPD basis.

XYZ file:
```
67
Properties=species:S:1:pos:R:3:mulliken_charge:R:1
O -1.533 2.876 -0.428 -0.595
P -1.311 1.670 -1.216 0.990
O -0.640 1.972 -2.622 -0.528
O -2.632 0.841 -1.579 -0.426
I -4.256 1.960 -1.883 0.274
O -0.357 0.600 -0.551 -0.245
C -0.995 -0.289 0.426 -0.098
C 0.036 -0.739 1.453 -0.713
C -0.423 -0.440 2.877 -1.586
C -0.366 1.016 3.294 0.846
C -1.028 1.373 4.475 -0.474
C -1.041 2.699 4.882 -0.643
C -0.399 3.656 4.107 -0.466
C 0.276 3.313 2.942 -1.026
C 0.290 1.978 2.545 0.033
H -0.297 1.164 -3.021 0.317
H -1.398 -1.132 -0.115 -0.024
H -1.782 0.259 0.932 0.541
H 0.161 -1.815 1.369 0.527
H 1.008 -0.308 1.246 0.142
H -1.466 -0.751 2.939 0.446
H 0.112 -1.074 3.579 0.600
H -1.530 0.624 5.067 0.425
H -1.560 3.003 5.776 0.387
H -0.443 4.693 4.404 0.380
H 0.761 4.061 2.342 0.470
H 0.803 1.740 1.630 0.515
C -6.105 -5.058 -3.121 -1.235
C -5.495 -4.060 -2.141 -0.390
C -5.250 -2.680 -2.749 -0.483
C -4.271 -2.668 -3.925 -0.690
C -2.891 -3.253 -3.626 -0.566
C -2.126 -2.499 -2.546 -0.928
H -5.444 -5.250 -3.967 0.286
H -6.295 -6.014 -2.631 0.385
H -7.055 -4.688 -3.511 0.298
H -4.562 -4.466 -1.739 0.226
H -6.169 -3.947 -1.288 0.393
H -4.898 -2.005 -1.963 0.154
H -6.204 -2.267 -3.092 0.390
H -4.158 -1.635 -4.271 0.352
H -4.704 -3.219 -4.764 0.338
H -2.305 -3.239 -4.549 0.356
H -2.983 -4.304 -3.341 0.267
H -1.997 -1.452 -2.822 0.165
H -1.136 -2.937 -2.397 0.423
H -2.649 -2.532 -1.589 0.178
C 7.285 1.301 -0.639 -1.217
C 6.465 0.674 0.484 -0.522
C 4.957 0.768 0.262 -0.497
C 4.403 2.191 0.187 -0.532
C 4.686 3.057 1.415 -0.477
C 4.064 2.509 2.695 -0.908
H 7.091 2.371 -0.732 0.285
H 8.353 1.178 -0.453 0.383
H 7.056 0.831 -1.597 0.291
H 6.734 1.138 1.437 0.245
H 6.736 -0.381 0.573 0.392
H 4.447 0.219 1.059 0.224
H 4.703 0.248 -0.668 0.404
H 3.320 2.134 0.038 0.210
H 4.801 2.693 -0.700 0.340
H 4.287 4.057 1.227 0.370
H 5.764 3.181 1.553 0.284
H 2.981 2.421 2.601 0.022
H 4.259 3.181 3.533 0.410
H 4.472 1.532 2.959 0.305
```

- gap between HOMO and LUMO (eV) = 7.73
- highest occupied orbital energy (eV) = -8.9
- E_tot (hartree) = -1764.2679

Repeat the first record exactly.
A structure of composition C18H33LaN5O6. Source: the OMol25 dataset; level of theory: the ωB97M-V functional and the def2-TZVPD basis.

XYZ file:
```
63
Properties=species:S:1:pos:R:3:mulliken_charge:R:1
O 1.234 -0.039 -5.690 -0.506
H 1.416 -0.191 -6.639 0.298
La 0.026 -0.262 -1.566 1.247
N -2.323 -0.470 -0.820 0.744
N -1.744 0.698 -2.975 -0.059
N 1.021 -1.853 0.096 0.605
N 2.291 -0.945 -1.987 -0.062
O -2.480 -1.248 0.225 -0.783
O 0.325 -2.332 1.270 -0.553
O 2.848 0.187 -2.715 -0.461
O -0.709 1.521 -3.050 -0.682
C -2.857 1.203 -2.341 0.132
C -3.273 0.437 -1.201 0.367
C 2.353 -2.004 0.151 0.531
C 3.056 -1.376 -0.954 0.359
C -4.542 0.643 -0.454 -1.275
H -4.382 0.827 0.618 0.221
H -5.204 -0.228 -0.540 0.292
H -5.071 1.502 -0.872 0.335
C -3.393 2.536 -2.719 -1.360
H -3.428 2.625 -3.814 0.326
H -2.754 3.346 -2.317 0.241
H -4.411 2.673 -2.336 0.436
C 3.066 -2.650 1.305 -1.766
C 4.516 -1.084 -0.916 -1.419
H 2.420 -3.370 1.832 0.413
H 3.402 -1.878 2.026 0.349
H 3.962 -3.187 0.956 0.481
H 4.675 -0.163 -1.495 0.434
H 5.127 -1.890 -1.353 0.336
H 4.886 -0.944 0.111 0.385
H -0.629 -2.270 1.022 0.308
H 2.578 0.095 -3.655 0.351
C 0.351 -1.078 -5.249 -0.179
H -0.571 -0.645 -4.835 0.084
H 0.883 -1.680 -4.494 0.033
H 0.047 -1.760 -6.059 0.408
O -0.911 -2.679 -2.098 -0.466
H -0.424 -3.401 -1.647 0.278
H -1.800 -2.722 -1.704 0.289
C 0.343 0.266 4.778 -0.897
N -0.317 -0.421 3.643 0.208
C -1.211 -1.504 4.162 -0.822
C -1.078 0.541 2.723 -0.698
C -0.170 1.550 2.073 -0.490
C 0.201 2.702 2.810 -0.490
C 1.018 3.675 2.226 -0.788
C 1.443 3.522 0.909 -0.852
C 1.075 2.359 0.186 -0.087
C 0.260 1.404 0.765 0.529
H -0.415 0.844 5.316 0.358
H 1.136 0.920 4.414 0.414
H 0.758 -0.498 5.442 0.350
H 0.393 -0.868 3.036 0.146
H -2.041 -1.037 4.706 0.364
H -1.591 -2.090 3.319 0.274
H -0.622 -2.138 4.836 0.380
H -1.555 -0.095 1.967 0.333
H -1.851 1.007 3.356 0.475
H -0.160 2.839 3.831 0.478
H 1.310 4.555 2.803 0.364
H 2.051 4.287 0.420 0.402
H 1.444 2.237 -0.840 0.339
```

- gap between HOMO and LUMO (spin up / spin down) (eV) = 4.37 / 4.75
- charge = +1
- highest occupied orbital energy (spin up / spin down) (eV) = -8.9 / -9.3
- E_tot (hartree) = -1462.0220

The lowest E_tot belongs to which entry?
C5H7BBrNO2

The highest E_tot belongs to which entry?
C6H14O2

What is the E_tot in the fourth record?
-1453.0492 hartree